101
Properties=species:S:1:pos:R:3:forces:R:3:mulliken_charge:R:1 method="wB97M-V/def2-TZVPD" charge=+1 homo_ha=-0.41405 orbital_gap_ev=7.0353 multiplicity=1
C -0.08896 -0.27907 3.57165 0.3 0.4 -0.8 -1.1448
C -0.02120 -0.44391 1.93448 -0.8 -0.5 0.6 0.5934
F -1.25842 0.23921 1.40003 2.1 -1.5 1.4 -0.4232
C -0.13631 -2.02034 1.47247 -0.3 0.9 -1.0 -0.8634
C 1.29108 -2.71845 1.06081 0.1 -0.7 0.1 0.7968
N 2.02365 -1.86912 0.01145 0.2 -2.2 0.7 -0.2381
C 0.91062 -4.22004 0.45723 0.0 0.5 -0.3 -0.6556
C 0.81715 -5.38432 1.60647 -0.9 -1.5 -3.0 -0.4550
N 0.60663 -4.88483 3.01757 0.5 -0.9 1.1 0.0331
C 1.59212 -3.84176 3.49056 2.5 2.5 1.7 -0.7040
C 2.32323 -2.97652 2.30777 0.1 -0.8 -0.8 -0.8174
H 1.00877 -0.21927 3.97945 -2.1 -0.2 -0.7 0.2745
H -0.66895 -1.17861 4.08046 1.1 2.0 -1.1 0.2128
H -0.62415 0.74728 3.79366 1.1 -2.2 -0.3 0.3874
H 0.89145 0.09437 1.42899 -1.8 -1.1 1.0 0.0537
H -0.76305 -2.62232 2.27024 1.3 1.1 -1.4 0.1215
H -0.80270 -2.02230 0.48452 1.5 0.0 2.0 0.2121
H 1.79960 -2.27359 -0.94495 0.2 0.8 1.5 0.2894
H 3.05388 -2.06009 0.18807 -1.6 0.5 -0.5 0.3915
H 1.70873 -4.51300 -0.37904 -1.6 0.5 2.1 0.2806
H -0.11657 -4.12796 -0.10255 2.0 -0.3 1.1 0.2430
H 1.72701 -6.14219 1.50214 -1.8 1.9 0.8 0.3045
H -0.14747 -6.03562 1.33959 2.1 1.4 0.8 0.1030
H 0.74439 -5.72961 3.65197 -0.5 1.3 -0.9 0.4273
H -0.36357 -4.54469 3.21483 0.7 -0.5 -0.7 0.3821
H 2.44652 -4.36880 4.12470 -2.0 1.0 -1.4 0.4028
H 1.08234 -3.06017 4.23313 0.7 -2.0 -1.7 0.2292
H 2.84989 -1.99010 2.69871 -1.4 -2.0 -0.6 0.2574
H 3.20921 -3.65049 1.88130 -1.9 1.4 0.8 0.4656
C 5.19625 1.84465 0.27098 0.2 0.3 -0.3 -0.4427
C 5.17421 3.01723 -0.37003 0.2 -0.5 0.0 -0.5076
C 4.14616 4.03390 -0.07219 -0.2 0.6 -0.3 0.5070
O 4.12403 5.10661 -0.65982 0.1 -0.7 0.3 -0.6691
C 3.14498 3.70543 0.96200 0.0 -0.3 0.5 -0.2401
C 3.16702 2.53285 1.60302 0.1 0.5 -0.1 -0.2497
C 4.19507 1.51618 1.30517 -0.2 -0.3 0.3 0.4309
O 4.21720 0.44347 1.89280 -0.1 0.2 -0.2 -0.6254
H 5.94289 1.08770 0.06407 0.0 0.0 0.0 0.4554
H 5.90202 3.27345 -1.13060 0.0 0.0 0.0 0.4395
H 2.39834 4.46237 1.16891 0.0 0.0 0.0 0.4636
H 2.43921 2.27662 2.36358 0.0 0.0 0.0 0.4194
C 0.15280 3.07047 -2.80050 -0.2 0.1 -0.4 -0.4566
C -0.85938 2.78151 -3.62409 0.4 0.3 0.1 -0.5421
C -1.85794 1.75069 -3.27839 -0.4 -0.3 -0.3 0.4625
O -2.78356 1.48417 -4.03251 0.7 0.0 0.2 -0.7094
C -1.69564 1.05312 -1.98732 0.5 -0.2 0.3 -0.4656
C -0.68345 1.34207 -1.16373 0.0 -0.2 -0.3 0.2595
C 0.31510 2.37289 -1.50943 0.2 0.0 0.4 0.0517
O 1.24072 2.63941 -0.75531 -0.5 -0.2 -0.5 -0.3081
H 0.89423 3.82318 -3.03915 0.0 0.0 0.0 0.4771
H -0.99260 3.28481 -4.57423 0.0 0.0 0.0 0.4433
H -2.43706 0.30040 -1.74867 0.1 0.1 -0.1 0.3510
H -0.55024 0.83877 -0.21359 0.0 0.2 -0.4 0.4569
C -5.91702 4.02549 -3.23157 0.3 -0.2 0.0 -0.5766
C -4.93522 3.21633 -2.82212 -0.2 0.3 -0.4 -0.1113
C -4.77147 2.87123 -1.39619 0.3 -0.3 0.1 0.4576
O -3.87192 2.13229 -1.02029 -0.6 0.5 0.0 -0.4058
C -5.73513 3.45330 -0.44101 -0.3 0.2 0.1 -0.4283
C -6.71693 4.26246 -0.85046 0.2 -0.2 0.4 -0.4040
C -6.88068 4.60757 -2.27640 -0.8 0.6 -0.4 0.2789
O -7.78023 5.34650 -2.65230 0.7 -0.5 0.3 -0.5490
H -6.05075 4.28930 -4.27357 0.0 0.0 0.0 0.4484
H -4.22085 2.78082 -3.51047 -0.2 0.1 0.1 0.5053
H -5.60140 3.18950 0.60099 0.0 0.0 0.0 0.4203
H -7.43131 4.69798 -0.16212 0.0 0.0 -0.1 0.3971
C -0.53616 -3.81154 -4.27803 -0.1 -0.1 -0.3 -0.4426
C -0.47922 -4.16752 -5.56503 -0.3 0.0 0.4 -0.3627
C 0.76032 -4.00620 -6.35034 0.0 -0.3 -1.2 0.3043
O 0.81276 -4.32989 -7.52889 0.0 0.3 1.0 -0.5300
C 1.93428 -3.43812 -5.65830 0.3 0.2 0.4 -0.4160
C 1.87733 -3.08214 -4.37131 0.2 -0.1 -0.3 -0.2667
C 0.63779 -3.24346 -3.58599 0.0 0.1 0.1 0.2015
O 0.58535 -2.91977 -2.40744 0.0 -0.2 -0.3 -0.3481
H -1.43761 -3.92252 -3.68783 0.0 0.0 0.0 0.4177
H -1.33145 -4.58631 -6.08669 0.0 0.0 0.0 0.4240
H 2.83572 -3.32714 -6.24850 0.0 0.0 0.0 0.4209
H 2.72956 -2.66335 -3.84964 0.0 0.0 0.0 0.4349
C 4.13036 9.96570 2.93689 0.1 -0.3 0.4 -0.3854
C 4.23030 8.77467 3.53504 0.0 0.5 0.1 -0.4416
C 4.18717 7.52076 2.75718 0.1 -0.6 0.3 0.3910
O 4.27656 6.43014 3.30404 -0.1 0.5 -0.3 -0.5606
C 4.03104 7.63400 1.29342 0.0 0.2 -0.3 -0.0734
C 3.93110 8.82503 0.69527 0.0 -0.5 0.0 -0.3467
C 3.97424 10.07894 1.47313 -0.1 0.9 -0.5 0.2946
O 3.88484 11.16957 0.92627 0.1 -0.7 0.4 -0.5452
H 4.15942 10.89495 3.49269 0.0 0.0 0.0 0.4126
H 4.34598 8.67493 4.60765 0.0 0.0 0.0 0.4140
H 4.00199 6.70476 0.73762 0.0 0.1 0.0 0.3574
H 3.81543 8.92477 -0.37734 0.0 0.0 0.0 0.4514
C -5.68852 -6.21551 1.57306 0.1 0.4 0.3 -0.3648
C -4.73007 -5.69470 2.34537 -0.3 0.0 -0.1 -0.3481
C -3.41503 -6.35138 2.48191 0.0 0.0 0.1 0.4658
O -2.53789 -5.87647 3.19015 0.2 0.1 -0.2 -0.6001
C -3.19974 -7.60427 1.73110 -0.1 -0.2 -0.2 -0.2104
C -4.15818 -8.12507 0.95879 0.5 -0.1 0.2 -0.4232
C -5.47323 -7.46840 0.82224 -1.0 -0.4 -0.7 0.3091
O -6.35037 -7.94331 0.11401 0.8 0.4 0.6 -0.5149
H -6.65883 -5.74699 1.46246 0.0 0.0 0.0 0.4178
H -4.87225 -4.77604 2.90183 0.0 0.0 0.0 0.4316
H -2.22942 -8.07279 1.84170 0.0 0.0 0.0 0.4143
H -4.01600 -9.04374 0.40233 0.0 0.0 0.0 0.4236



18
Properties=species:S:1:pos:R:3:forces:R:3:nbo_charge:R:1 method="wB97M-V/def2-TZVPD" charge=0 homo_ha=-0.39177 smiles=O.O.O.O.O.O orbital_gap_ev=10.6777 multiplicity=1 relative_energy_kj_mol=132.22
O 2.79671 0.01493 0.86779 0.5 -0.4 0.0 -0.9496
H 1.84238 0.07868 0.83019 -0.4 0.1 -0.1 0.4872
H 3.10523 0.64758 0.21909 0.0 0.3 0.0 0.4588
O 0.21870 0.49652 -0.48113 0.1 -0.6 -0.5 -0.9840
H -0.59492 -0.00593 -0.52363 -0.3 -0.3 0.3 0.4975
H 0.61646 0.38262 -1.34430 0.6 0.0 -0.6 0.5106
O -2.41098 -0.10278 0.02722 -0.1 0.1 0.0 -0.9705
H -3.05349 0.02396 0.72533 -0.2 0.2 0.3 0.4908
H -2.58433 0.60769 -0.59037 -0.1 0.3 -0.3 0.4964
O 1.95490 -0.35293 -2.59340 -0.3 0.1 -0.1 -0.9527
H 2.31631 -0.93138 -1.92182 0.2 -0.3 0.3 0.4875
H 2.68501 0.21528 -2.83895 0.2 0.2 -0.2 0.4792
O -0.10352 2.17994 1.34474 -0.2 0.9 1.0 -0.9693
H 0.03479 1.53052 0.65529 0.2 -0.1 -0.5 0.4782
H -0.97002 1.97575 1.69645 -0.1 0.1 0.2 0.4475
O -2.04389 -2.61382 1.19043 -0.1 -0.3 0.1 -0.9425
H -1.47447 -2.36540 1.91862 0.2 0.0 0.2 0.4649
H -2.33487 -1.78123 0.81846 0.1 0.0 -0.3 0.4699



11
Properties=species:S:1:pos:R:3:forces:R:3:nbo_charge:R:1 method="wB97M-V/def2-TZVPD" charge=0 homo_ha=-0.38585 smiles="C[C@H](C#N)C=O" orbital_gap_ev=10.7886 multiplicity=1 relative_energy_kj_mol=153.37
C 1.24400 0.69559 0.11611 -0.1 -0.1 -0.3 -0.6040
C 0.15824 -0.41607 0.01650 -0.3 -0.3 -0.4 -0.3804
C -1.17226 0.14603 0.47812 -0.4 0.6 0.6 0.4336
O -1.57518 1.21015 0.08608 0.1 -0.4 0.6 -0.4983
C -0.58843 -1.06408 -1.15573 0.8 -0.5 -0.8 0.2638
N -1.35226 -1.65986 -1.80207 1.3 1.0 0.9 -0.2950
H 2.14664 0.52641 -0.47097 -0.2 -0.1 -0.1 0.2297
H 0.81719 1.67630 -0.10954 0.1 -0.3 -0.2 0.2435
H 1.57184 0.74676 1.17200 -0.3 -0.3 -0.4 0.2239
H 0.49176 -1.29036 0.58715 -0.3 0.2 0.1 0.2507
H -1.74152 -0.57086 1.08235 -0.5 0.2 0.2 0.1324



93
Properties=species:S:1:pos:R:3:forces:R:3:mulliken_spin:R:1 method="wB97M-V/def2-TZVPD" charge=+1 homo_ha="-0.36039 / -0.38810" orbital_gap_ev="6.3077 / 6.2156" s_squared=0.76 multiplicity=2 relative_energy_kj_mol=11.28
Ta 10.91266 -12.68495 -6.21880 0.2 0.3 0.6 0.1201
C 10.08990 -13.71126 -10.46659 0.1 0.3 -0.2 -0.0423
C 10.62304 -15.12836 -10.55694 -0.1 -0.4 -0.6 0.1153
P 10.71922 -15.99067 -8.96125 -0.5 -0.3 0.3 0.0906
C 9.34957 -17.16702 -8.88892 -0.4 0.3 -0.5 0.0167
C 9.18888 -17.86044 -7.69995 -0.5 -0.6 0.3 0.0120
C 8.12096 -18.74054 -7.52617 0.0 0.5 -0.4 -0.0001
C 7.15657 -18.86275 -8.52550 0.2 0.2 -0.2 0.0071
C 7.28472 -18.14589 -9.71549 0.8 0.2 0.3 -0.0021
C 8.38463 -17.29654 -9.89889 -0.3 -0.5 0.8 0.0050
C 12.22552 -16.99783 -9.02341 0.4 -0.4 0.1 0.0390
C 12.25962 -18.37910 -8.81361 0.1 -0.1 0.1 0.0363
C 13.48739 -19.05437 -8.72385 -1.3 0.2 0.0 -0.0127
C 14.65892 -18.34524 -8.77023 -0.1 -0.1 0.2 0.0336
C 14.64877 -16.97214 -8.92589 0.7 0.2 -0.4 -0.0118
C 13.44932 -16.32583 -9.10689 -0.2 0.2 0.0 0.0869
C 11.17472 -12.81333 -9.87067 0.0 0.9 -0.3 -0.0011
P 10.65158 -11.56443 -8.60051 0.7 -0.5 -0.3 0.0304
C 9.09401 -10.89387 -9.26767 0.2 -0.2 0.3 -0.0004
C 9.14470 -9.74168 -10.02948 0.7 0.8 -0.4 -0.0073
C 7.99806 -9.22409 -10.60944 -0.1 0.1 0.2 0.0001
C 6.77364 -9.82912 -10.40939 0.0 -0.3 0.1 -0.0012
C 6.71938 -11.00786 -9.67104 0.2 0.3 0.1 0.0002
C 7.86750 -11.52819 -9.09793 -0.3 -0.4 -0.3 -0.0154
C 11.88700 -10.23126 -8.74982 -0.6 0.5 -0.3 0.0106
C 11.60482 -8.99062 -8.14537 0.7 0.2 -0.1 0.0007
C 12.52797 -7.96027 -8.29455 -0.1 -0.2 0.4 0.0010
C 13.70613 -8.13600 -9.01328 -0.3 0.3 0.4 -0.0008
C 13.99573 -9.34847 -9.57448 -0.3 -0.8 -0.4 0.0014
C 13.06280 -10.39168 -9.47773 0.1 0.4 0.4 -0.0046
H 9.14034 -13.65688 -9.93636 0.1 -0.1 0.1 0.0017
H 9.88675 -13.34594 -11.46865 -0.1 0.0 -0.2 0.0050
H 11.64563 -15.15877 -10.94427 0.0 0.2 -0.1 0.0102
H 10.03162 -15.70181 -11.27831 0.1 -0.1 0.2 0.0025
H 9.87464 -17.71001 -6.88081 0.2 0.0 0.1 0.0266
H 8.02024 -19.28586 -6.60284 0.0 -0.1 0.2 0.0001
H 6.29047 -19.48958 -8.37626 0.0 -0.1 0.0 0.0004
H 6.56754 -18.24558 -10.51430 -0.2 0.0 0.0 -0.0003
H 8.42949 -16.71177 -10.79146 0.1 0.1 -0.4 -0.0003
H 11.33231 -18.92902 -8.69953 0.1 0.0 -0.1 0.0056
H 13.48279 -20.12940 -8.59685 0.1 0.0 0.0 -0.0005
H 15.56178 -18.88333 -8.64769 0.9 -0.3 0.0 0.0017
H 15.60421 -16.43440 -8.95435 -0.5 -0.1 0.0 -0.0004
H 13.45457 -15.26779 -9.28444 0.0 0.4 0.0 0.0184
H 11.65697 -12.26629 -10.70305 -0.2 -0.2 0.5 0.0013
H 11.93432 -13.43320 -9.41794 0.3 -0.1 0.2 0.0073
H 10.08940 -9.19833 -10.18366 -0.5 -0.4 0.1 -0.0006
H 8.04729 -8.31129 -11.17045 0.1 0.3 -0.2 -0.0001
H 5.88303 -9.37493 -10.82136 -0.1 -0.1 0.0 -0.0001
H 5.78666 -11.50713 -9.48249 -0.3 -0.1 -0.1 0.0005
H 7.77607 -12.45744 -8.54818 0.1 0.2 0.1 0.0194
H 10.71553 -8.78993 -7.54879 0.1 -0.3 -0.3 -0.0003
H 12.37016 -7.02429 -7.77874 -0.2 0.1 -0.1 0.0000
H 14.40463 -7.32574 -9.10674 0.2 0.3 0.0 -0.0002
H 14.92840 -9.46926 -10.11038 -0.1 -0.2 -0.1 0.0000
H 13.25810 -11.34401 -9.92960 0.3 -0.2 -0.2 -0.0008
C 11.09326 -17.89839 -4.16723 -0.2 0.5 0.3 0.0019
C 12.07013 -17.84170 -5.15544 0.1 -0.2 0.3 -0.0001
C 12.46020 -16.63909 -5.72370 -1.1 0.0 0.9 0.0111
C 11.83665 -15.46928 -5.29757 -0.6 -0.4 0.6 -0.0002
C 10.87012 -15.51211 -4.27221 0.1 -0.2 -0.4 -0.0015
C 10.47187 -16.72164 -3.71713 1.1 -0.2 -0.9 0.0005
N 12.17492 -14.23632 -5.89372 -0.7 1.3 -0.2 0.0249
C 13.55229 -13.96178 -5.98123 1.1 -0.2 -0.2 0.0047
C 14.40468 -14.07386 -4.86455 0.7 0.7 -1.8 -0.0005
C 15.76381 -13.80780 -5.08251 0.0 -0.4 1.5 0.0009
C 16.30371 -13.43573 -6.30869 -0.8 -0.3 0.0 0.0006
C 15.44737 -13.29942 -7.39760 -0.1 -0.6 0.7 0.0066
C 14.09422 -13.60465 -7.22403 0.1 0.3 -0.3 -0.0145
H 10.84386 -18.84012 -3.70389 -0.1 -0.1 0.0 -0.0001
H 12.57412 -18.75010 -5.46840 -0.1 0.0 0.0 0.0008
H 13.18842 -16.63226 -6.48747 0.8 0.1 -0.7 -0.0048
H 10.41479 -14.59554 -3.90959 0.1 0.0 -0.1 0.0005
H 9.74609 -16.72337 -2.93530 -0.4 -0.1 0.4 0.0003
H 14.01396 -14.30449 -3.90061 -0.1 -0.3 0.5 -0.0005
H 16.44726 -13.93833 -4.22119 -0.4 0.2 -0.6 0.0007
H 17.37048 -13.34963 -6.37986 0.3 0.3 -0.2 -0.0002
H 15.84516 -13.07138 -8.36916 0.0 0.2 -0.3 0.0005
H 13.44532 -13.58177 -8.10559 0.1 0.0 0.5 0.0040
Se 9.31385 -14.22819 -7.29156 0.3 -0.1 0.3 0.3331
F 8.18279 -11.18477 -6.55378 0.0 0.1 0.5 0.0048
P 8.54434 -10.56749 -5.12433 0.0 0.8 0.0 -0.0016
F 7.88935 -9.16491 -5.44369 0.4 -0.9 0.3 -0.0002
F 7.30955 -11.28972 -4.47917 0.2 0.4 0.0 0.0008
F 9.43092 -12.21706 -4.85452 0.4 -0.3 -0.2 -0.0077
F 10.02207 -10.16672 -5.79975 -0.3 -0.4 -0.2 0.0006
F 9.16866 -10.16920 -3.73385 -0.5 -0.1 -0.2 -0.0004
C 13.82681 -10.51764 -6.08006 0.0 -0.2 0.2 0.0057
C 12.63667 -11.34169 -5.84840 -1.3 -1.1 0.6 0.0163
O 12.11553 -11.60062 -4.73804 0.3 0.3 -1.1 0.0100
H 13.75495 -9.58724 -5.52942 0.0 0.3 0.1 0.0007
H 13.97316 -10.37831 -7.13903 0.1 0.2 -0.1 -0.0005
H 14.67667 -11.07612 -5.68605 0.1 -0.1 0.1 -0.0018